Molecular formula: C17H28BeCaN8O11
Method: DFT, ωB97M-V with the def2-TZVPD basis set

Each line ends with the natural charge from an NBO analysis.
Element x y z (Å)
Be: 3.259 -1.225 1.656  0.914
Ca: 2.337 -1.063 -3.226  1.879
C: 1.531 -0.382 -0.561  0.954
O: 0.759 -0.237 -1.526  -0.949
O: 2.644 -0.827 -0.831  -0.960
O: 1.196 -0.215 0.610  -0.831
C: -0.872 -1.159 -4.290  0.801
O: 0.358 -1.267 -4.285  -0.892
N: -1.742 -1.617 -5.149  -0.781
N: -1.417 -0.392 -3.373  -0.799
H: -1.355 -2.333 -5.747  0.407
H: -2.747 -1.578 -5.053  0.428
H: -2.385 -0.488 -3.102  0.417
H: -0.749 -0.069 -2.688  0.438
C: 5.451 0.760 -0.109  0.768
O: 5.176 -0.078 0.676  -0.713
N: 6.620 1.316 -0.279  -0.815
N: 4.641 1.289 -0.927  -0.835
H: 7.367 1.060 0.351  0.412
H: 6.798 2.029 -0.972  0.391
H: 4.877 1.880 -1.712  0.384
H: 3.748 0.819 -0.885  0.413
C: 2.685 2.506 1.941  0.768
O: 2.844 1.479 2.529  -0.713
N: 3.325 3.588 2.077  -0.809
N: 1.819 2.544 0.911  -0.869
H: 3.114 4.433 1.566  0.402
H: 4.037 3.523 2.790  0.411
H: 1.625 3.386 0.388  0.383
H: 1.300 1.686 0.794  0.420
C: 0.526 3.997 -2.133  0.728
O: 0.213 5.063 -1.582  -0.671
N: -0.259 3.021 -2.382  -0.801
N: 1.728 3.643 -2.320  -0.828
H: 0.160 2.132 -2.615  0.381
H: -1.250 3.212 -2.360  0.418
H: 2.105 2.908 -2.901  0.369
H: 2.353 4.187 -1.742  0.404
C: -3.560 -2.229 0.049  -0.238
C: -4.168 -3.433 -0.125  -0.227
C: -3.645 -4.321 -1.101  0.284
C: -2.607 -3.984 -1.868  -0.297
C: -1.854 -2.861 -1.554  -0.286
C: -2.332 -2.031 -0.513  0.278
O: -1.706 -0.838 -0.309  -0.727
O: -4.266 -5.505 -1.217  -0.663
H: -4.080 -1.499 0.652  0.244
H: -5.097 -3.720 0.344  0.235
H: -2.287 -4.620 -2.680  0.197
H: -1.061 -2.554 -2.221  0.191
H: -0.751 -0.742 -0.321  0.516
H: -3.930 -6.044 -1.936  0.479
C: -1.534 -0.945 3.170  -0.267
C: -2.557 -1.522 4.011  -0.261
C: -3.263 -0.824 4.926  0.266
C: -2.933 0.515 5.106  -0.249
C: -1.893 1.075 4.354  -0.262
C: -1.134 0.422 3.422  0.293
O: -0.033 1.009 2.854  -0.688
O: -4.135 -1.435 5.826  -0.688
H: -0.983 -1.670 2.590  0.211
H: -2.802 -2.574 3.985  0.220
H: -3.453 1.067 5.876  0.207
H: -1.567 2.090 4.526  0.220
H: 0.309 0.470 2.137  0.505
H: -4.497 -0.824 6.472  0.482

Forces on the atoms, in the same order (eV/Å):
-0.30 1.76 -1.18
-1.68 0.20 1.82
-1.79 -0.19 1.29
-1.97 1.04 -3.74
5.89 -2.12 -1.68
-0.27 -0.03 2.62
-1.94 2.15 1.73
2.77 -1.13 -1.13
0.38 -2.49 -2.56
-0.17 1.28 1.39
-0.50 0.02 -0.32
0.33 0.16 0.22
0.20 0.13 0.06
-0.40 0.02 0.65
2.54 1.37 -0.36
-1.28 -3.78 3.70
4.71 0.58 0.91
-5.96 1.31 -3.98
-0.01 0.14 -0.23
-0.01 -0.25 0.43
0.00 -0.13 0.52
-0.43 0.38 -0.36
-3.12 -1.99 -3.31
1.29 -2.96 2.26
3.68 4.29 1.94
-1.13 -0.21 -1.34
0.22 -0.22 0.45
0.01 0.80 -0.12
-0.33 -0.35 0.24
-0.31 0.49 -0.25
-2.86 3.79 2.73
0.17 -0.53 -0.64
-4.36 -2.94 -1.49
7.83 -0.05 -0.28
-0.90 0.07 0.18
0.10 -0.57 -0.07
-0.46 0.33 0.27
0.53 -0.11 -0.65
-0.74 -0.14 1.16
-0.08 -1.43 -1.58
-1.91 0.06 1.93
2.27 0.38 -1.01
-1.19 0.39 0.78
2.36 0.85 -2.34
-1.13 1.15 0.71
-1.03 -0.99 0.05
0.53 0.26 0.25
-0.01 0.13 0.14
0.00 -0.23 -0.12
0.30 -0.02 0.49
0.19 -0.70 -0.21
0.19 0.11 -0.05
-0.75 0.55 2.29
1.25 -0.60 -1.98
-0.40 1.83 2.18
0.57 -0.07 -0.72
-0.28 1.35 0.87
-0.44 -3.45 -1.09
-1.01 0.27 0.62
0.29 -0.64 -1.12
0.17 0.34 -0.43
0.28 -0.26 -0.46
0.11 0.36 -0.02
-0.25 0.28 0.28
0.02 -0.34 -0.15
0.20 0.30 -0.19

Its strongest force on any atom is 7.83 eV Å⁻¹. The total energy comes out at -2622.51690 hartree. As for the net charge: +1. As for the spin multiplicity: 2.